Entry 1:
The following is a DFT calculation (ωB97M-V/def2-TZVPD) of a cluster of 15 separate species, H30O15 in total at a distorted geometry.

Computed properties:
E_HOMO ... -9.7 eV
Maximum force ... 3.7 eV/Å
Frontier orbital gap ... 9.30 eV
LUMO level ... -0.0164 hartree
ΔE to the lowest compared entry with this formula, charge and spin ... 43.8 kcal/mol
E ... -31199.7664 eV

ORCA input file:
```
! RIJCOSX wB97M-V def2-TZVPD def2/J DEFGRID3
* xyz 0 1
O -12.291 19.621 10.395
H -11.986 19.702 11.303
H -12.966 20.313 10.296
O -12.837 19.007 13.624
H -12.187 19.392 14.195
H -13.515 19.654 13.559
O -13.818 19.768 16.287
H -13.618 20.719 16.095
H -13.061 19.376 16.723
O -16.245 19.729 14.799
H -15.789 20.552 14.822
H -16.321 19.514 15.708
O -9.092 18.589 12.129
H -8.944 18.882 11.237
H -9.750 19.193 12.457
O -13.783 16.485 12.319
H -13.731 16.099 11.430
H -13.051 17.044 12.340
O -11.793 16.797 14.996
H -12.644 17.223 14.763
H -11.344 17.621 15.054
O -15.035 22.176 14.636
H -14.880 23.121 14.479
H -14.914 21.683 13.819
O -12.276 21.868 15.314
H -12.971 22.132 14.726
H -11.496 22.368 15.069
O -16.109 17.935 12.510
H -16.461 17.679 11.684
H -15.216 17.600 12.479
O -14.709 17.257 15.031
H -14.859 17.038 14.113
H -14.924 18.132 15.150
O -14.910 20.667 12.316
H -14.640 20.806 11.412
H -15.622 20.007 12.419
O -10.631 20.896 12.610
H -9.968 21.045 11.948
H -10.300 21.107 13.474
O -10.454 19.193 14.971
H -9.840 18.451 14.811
H -10.202 19.579 15.806
O -10.866 20.700 17.222
H -11.444 20.624 18.018
H -11.494 21.028 16.549
*
```


Entry 2:
The following is a DFT calculation (ωB97M-V/def2-TZVPD) of a cluster of 2 separate species, C4H5NO3 in total at a distorted geometry.

Computed properties:
E_HOMO ... -9.4 eV
Maximum force ... 8.6 eV/Å
Frontier orbital gap ... 8.33 eV
LUMO level ... -0.0381 hartree
ΔE to the lowest compared entry with this formula, charge and spin ... 174.1 kcal/mol
E ... -11854.4535 eV

ORCA input file:
```
! RIJCOSX wB97M-V def2-TZVPD def2/J DEFGRID3
* xyz 0 1
C -0.174 -0.530 0.124
C 1.294 0.012 -0.005
C 1.781 0.725 -1.125
C -0.520 -0.842 1.495
H -1.904 0.567 -2.339
H 1.976 -0.345 0.623
H 0.875 1.149 -1.855
H 2.877 1.119 -1.257
H -2.065 -0.642 2.719
N -1.316 -0.009 -0.630
O -1.142 0.516 -1.906
O -1.760 -1.065 1.513
O 0.078 -0.654 2.642
*
```


Entry 3:
The following is a DFT calculation (ωB97M-V/def2-TZVPD) of a cluster of 4 separate species, C3H9N2 in total at a distorted geometry.

Computed properties:
E_HOMO ... -12.1 eV
Maximum force ... 2.4 eV/Å
Frontier orbital gap ... 3.55 eV
LUMO level ... -0.3123 hartree
ΔE to the lowest compared entry with this formula, charge and spin ... 288.5 kcal/mol
E ... -6218.5376 eV

ORCA input file:
```
! RIJCOSX wB97M-V def2-TZVPD def2/J DEFGRID3
* xyz 1 1
C 1.954 1.150 -0.328
C 2.755 0.071 0.132
N 2.169 -1.051 0.375
C -2.449 -0.632 -0.505
N -3.085 0.184 0.238
H -0.812 -0.761 -0.502
H 2.314 2.151 -0.166
H 0.915 0.820 -0.466
H -5.366 1.859 1.172
H 3.839 0.175 0.203
H 2.627 -1.620 1.092
H -2.673 -1.696 -0.314
H -5.793 1.799 0.561
H -2.254 -0.440 -1.560
*
```


Entry 4:
The following is a DFT calculation (ωB97M-V/def2-TZVPD) of a structure of composition C20H27I2IrN5O4PS.

Computed properties:
E_HOMO ... -12.8 eV
Maximum force ... 0.5 eV/Å
Frontier orbital gap ... 5.44 eV
LUMO level ... -0.2716 hartree
ΔE to the lowest compared entry with this formula, charge and spin ... 8.4 kcal/mol
E ... -75971.2705 eV

ORCA input file:
```
! RIJCOSX wB97M-V def2-TZVPD def2/J DEFGRID3
* xyz 2 1
Ir -0.353 -0.550 -0.424
I 6.591 1.401 1.780
C 4.807 1.051 0.773
C 4.801 0.892 -0.607
C 3.610 0.655 -1.270
I 3.626 0.494 -3.349
C 2.394 0.550 -0.583
O 1.270 0.291 -1.293
C 2.411 0.752 0.807
C 1.144 0.777 1.628
N 0.004 1.062 0.718
C -1.265 1.598 1.254
C -2.156 1.697 0.045
C -3.205 2.577 -0.107
C -3.904 2.578 -1.307
C -3.521 1.710 -2.318
C -2.468 0.848 -2.094
N -1.808 0.839 -0.932
C 3.613 1.002 1.466
H 5.724 0.960 -1.167
H 1.201 1.568 2.379
H 0.936 -0.168 2.132
H 0.353 1.744 0.037
H -1.094 2.572 1.717
H -1.655 0.911 2.005
H -3.461 3.260 0.692
H -4.730 3.261 -1.454
H -4.028 1.698 -3.272
H -2.132 0.146 -2.846
H 3.607 1.167 2.536
C -4.736 -2.001 0.348
O -3.498 -1.302 0.019
P -2.085 -1.916 0.372
O -1.992 -3.336 -0.320
C -2.184 -3.476 -1.744
O -2.140 -2.410 1.863
C -1.870 -1.573 2.998
H -4.548 -3.056 0.536
H -5.400 -1.880 -0.501
H -5.166 -1.536 1.231
H -1.931 -4.502 -1.986
H -1.524 -2.802 -2.297
H -3.222 -3.278 -2.005
H -1.782 -2.235 3.852
H -2.699 -0.883 3.161
H -0.929 -1.044 2.859
C 0.873 -4.367 3.546
C 1.904 -4.591 2.448
C 1.659 -3.753 1.235
N 0.945 -2.687 1.202
N 0.929 -2.106 -0.050
C 1.658 -2.747 -0.957
N 1.760 -2.368 -2.239
S 2.391 -4.154 -0.302
H 1.110 -4.992 4.404
H -0.128 -4.623 3.197
H 0.876 -3.328 3.873
H 1.927 -5.639 2.144
H 2.909 -4.360 2.814
H 1.639 -1.371 -2.422
H 2.455 -2.821 -2.814
*
```


Entry 5:
The following is a DFT calculation (ωB97M-V/def2-TZVPD) of a structure of composition C21H48Cl2InN2O7 at a distorted geometry.

Computed properties:
E_HOMO ... -4.7 eV
Maximum force ... 7.3 eV/Å
Frontier orbital gap ... 6.92 eV
LUMO level ... 0.0816 hartree
E ... -70077.6585 eV

ORCA input file:
```
! RIJCOSX wB97M-V def2-TZVPD def2/J DEFGRID3
* xyz -1 1
C -4.952 5.269 2.728
N -5.682 5.555 1.417
C -5.496 4.369 0.496
In -3.355 4.171 -0.295
C -1.760 4.574 1.261
C -3.133 1.940 -0.851
C -2.647 1.210 0.570
C -2.589 -0.429 0.413
N -3.570 -1.244 -0.439
O -1.635 -1.095 1.092
C -3.200 5.419 -2.177
Cl -2.150 4.594 -3.475
C -2.645 6.947 -1.962
C -3.511 8.072 -2.847
Cl -2.694 7.553 -0.203
H -3.923 5.839 2.660
H -5.526 5.703 3.657
H -4.751 4.120 2.884
H -6.710 5.552 1.658
H -5.787 3.369 1.073
H -6.268 4.440 -0.409
H -1.923 5.638 1.760
H -0.692 4.606 0.773
H -1.824 3.769 2.135
H -2.260 1.752 -1.616
H -4.169 1.475 -1.206
H -1.554 1.557 0.877
H -3.435 1.489 1.409
H -4.257 -1.741 0.170
H -3.055 -2.011 -0.943
H -4.288 5.519 -2.640
H -1.554 6.974 -2.446
H -3.616 7.775 -3.974
H -2.869 9.071 -2.758
H -4.553 8.331 -2.336
C 0.933 -0.687 -0.986
O 1.804 -1.547 -1.708
C 1.629 -2.941 -1.433
C 1.182 -3.774 -2.643
O -0.028 -3.424 -3.313
C -0.120 -2.116 -3.868
C 0.897 -1.699 -4.942
O 2.262 -1.741 -4.521
C 3.069 -2.647 -5.256
H 1.513 -0.141 -0.238
H 0.513 0.042 -1.679
H 0.106 -1.217 -0.500
H 0.963 -3.104 -0.580
H 2.619 -3.306 -1.132
H 1.026 -4.796 -2.274
H 1.979 -3.870 -3.372
H -0.192 -1.388 -3.078
H -1.108 -2.080 -4.356
H 0.697 -0.634 -5.184
H 0.736 -2.255 -5.861
H 2.504 -3.314 -5.915
H 3.642 -3.261 -4.555
H 3.800 -2.079 -5.850
C 1.743 -2.348 2.851
O 2.994 -2.451 3.517
C 2.946 -3.134 4.774
C 3.773 -4.426 4.825
O 3.492 -5.463 3.885
C 3.612 -5.149 2.501
C 4.975 -4.682 1.967
O 5.483 -3.495 2.581
C 6.714 -3.674 3.263
H 1.410 -1.307 2.881
H 1.883 -2.623 1.805
H 0.971 -2.998 3.277
H 1.916 -3.317 5.095
H 3.381 -2.438 5.502
H 3.591 -4.871 5.811
H 4.837 -4.215 4.816
H 2.816 -4.485 2.207
H 3.385 -6.089 1.972
H 4.836 -4.423 0.898
H 5.697 -5.493 1.992
H 7.011 -4.721 3.379
H 6.637 -3.225 4.257
H 7.505 -3.126 2.729
*
```


Entry 6:
The following is a DFT calculation (ωB97M-V/def2-TZVPD) of the molecule C5H11NO2 at a distorted geometry.

Computed properties:
E_HOMO ... -9.2 eV
Maximum force ... 6.3 eV/Å
SMILES ... [H]/N=C(\C)[C@@H](C)C(O)O
Frontier orbital gap ... 9.86 eV
LUMO level ... 0.0247 hartree
ΔE to the lowest compared entry with this formula, charge and spin ... 66.1 kcal/mol
E ... -10946.3988 eV

ORCA input file:
```
! RIJCOSX wB97M-V def2-TZVPD def2/J DEFGRID3
* xyz 0 1
H 2.380 1.960 -0.553
N 1.382 1.795 -0.379
C 1.086 0.566 -0.188
C 2.146 -0.496 -0.315
C -0.483 0.214 0.541
C -1.317 1.480 0.537
C -0.840 -0.835 -0.403
O -0.329 -2.092 -0.154
O -2.434 -0.952 0.096
H 2.248 -1.026 0.635
H 1.904 -1.197 -1.116
H 3.126 -0.074 -0.563
H -0.249 -0.155 1.540
H -0.796 2.315 1.010
H -2.229 1.322 1.117
H -1.590 1.765 -0.481
H -0.906 -0.563 -1.455
H -0.668 -2.676 -0.849
H -2.432 -1.352 0.980
*
```


Entry 7:
The following is a DFT calculation (ωB97M-V/def2-TZVPD) of a cluster of 2 separate species, C18H18NO in total at a distorted geometry.

Computed properties:
E_HOMO ... -11.9 eV
Maximum force ... 1.5 eV/Å
Frontier orbital gap ... 8.02 eV
LUMO level ... -0.1417 hartree
ΔE to the lowest compared entry with this formula, charge and spin ... 1.5 kcal/mol
E ... -22488.5904 eV

ORCA input file:
```
! RIJCOSX wB97M-V def2-TZVPD def2/J DEFGRID3
* xyz 1 1
C -3.590 0.589 1.981
O -2.828 -0.648 2.044
C -1.543 -0.489 2.270
C -0.741 -1.557 1.744
C 0.563 -1.661 2.247
C 1.483 -2.487 1.616
C 1.089 -3.220 0.485
C -0.231 -3.169 0.004
C -1.176 -2.390 0.672
H -4.452 0.429 1.318
H -3.905 0.819 2.998
H -2.937 1.381 1.586
H -1.098 0.543 2.367
H 0.796 -1.003 3.086
H 2.520 -2.490 1.955
H 1.831 -3.805 -0.055
H -0.502 -3.685 -0.928
H -2.200 -2.285 0.293
C -1.208 0.002 8.789
C -1.340 -0.225 7.300
C -1.054 0.822 6.458
C -1.152 0.647 5.053
N -1.527 -0.474 4.454
C -1.835 -1.542 5.252
C -1.734 -1.442 6.696
C -2.021 -2.613 7.435
C -2.397 -3.799 6.823
C -2.491 -3.877 5.423
C -2.224 -2.751 4.658
H -1.446 -0.872 9.394
H -0.182 0.315 9.045
H -1.868 0.823 9.115
H -0.738 1.796 6.842
H -0.892 1.497 4.403
H -1.951 -2.615 8.519
H -2.630 -4.702 7.399
H -2.768 -4.791 4.913
H -2.286 -2.749 3.576
*
```


Entry 8:
The following is a DFT calculation (ωB97M-V/def2-TZVPD) of a structure of composition C35H32CoN4P2Se3Te.

Computed properties:
E_HOMO (alpha / beta) ... -6.6 / -6.8 eV
Maximum force ... 0.6 eV/Å
⟨S²⟩ ... 3.845
Frontier orbital gap (alpha / beta) ... 6.53 / 5.43 eV
LUMO level (alpha / beta) ... -0.0017 / -0.0508 hartree
ΔE to the lowest compared entry with this formula, charge and spin ... 35.7 kcal/mol
E ... -302311.8308 eV

ORCA input file:
```
! RIJCOSX wB97M-V def2-TZVPD def2/J DEFGRID3
* xyz 0 4
Co 0.257 -1.029 -0.398
N -1.456 -2.800 1.805
C -0.453 -2.075 2.447
C -0.322 -2.278 3.823
C 0.597 -1.537 4.525
C 1.362 -0.598 3.848
C 1.178 -0.482 2.493
N 0.305 -1.217 1.780
C -1.777 -3.027 0.479
C -2.763 -3.996 0.241
C -3.093 -4.327 -1.041
C -2.425 -3.695 -2.090
C -1.496 -2.747 -1.773
N -1.173 -2.381 -0.505
H -1.986 -3.371 2.431
H -0.941 -3.016 4.319
H 0.714 -1.683 5.593
H 2.083 0.031 4.357
H 1.744 0.240 1.926
H -3.238 -4.486 1.081
H -3.854 -5.074 -1.234
H -2.623 -3.933 -3.125
H -0.953 -2.242 -2.553
C -0.898 1.804 2.360
N -0.876 1.876 0.909
P 1.941 0.359 -0.727
C 1.990 2.176 -0.694
C 1.603 2.925 -1.804
C 1.673 4.315 -1.775
C 2.126 4.966 -0.639
C 2.525 4.226 0.473
C 2.467 2.842 0.441
C 3.622 -0.043 -0.188
C 4.699 0.689 -0.714
C 6.002 0.406 -0.326
C 6.249 -0.605 0.599
C 5.191 -1.346 1.114
C 3.889 -1.079 0.711
P -1.200 0.743 -0.141
C -1.341 1.625 -1.750
C -1.106 0.970 -2.957
C -1.267 1.631 -4.174
C -1.665 2.962 -4.185
C -1.899 3.626 -2.982
C -1.739 2.962 -1.770
C -2.977 0.214 0.031
C -3.724 0.799 1.052
C -5.083 0.519 1.194
C -5.714 -0.349 0.311
C -4.985 -0.918 -0.730
C -3.631 -0.630 -0.869
H 0.101 1.958 2.798
H -1.286 0.861 2.787
H -1.522 2.609 2.775
H 1.251 2.424 -2.699
H 1.371 4.886 -2.647
H 2.181 6.049 -0.617
H 2.890 4.731 1.361
H 2.795 2.274 1.305
H 4.509 1.483 -1.430
H 6.826 0.972 -0.749
H 7.267 -0.823 0.908
H 5.383 -2.155 1.812
H 3.078 -1.687 1.087
H -0.759 -0.059 -2.951
H -1.075 1.113 -5.108
H -1.789 3.484 -5.129
H -2.201 4.669 -2.990
H -1.886 3.465 -0.819
H -3.238 1.493 1.728
H -5.650 0.991 1.989
H -6.772 -0.568 0.421
H -5.474 -1.576 -1.442
H -3.096 -1.038 -1.717
Se 1.815 -2.725 -1.326
Se 5.100 -4.241 -0.343
Te 3.424 -5.883 0.008
Se 1.197 -4.650 -0.208
*
```